Record 1
DFT (the ωB97M-V functional and the def2-TZVPD basis) results for an isolated ion of composition C6H9N4O2 and charge -1 at a distorted geometry.

Last column: Löwdin charge in e.
Geometry (Å):
1 C -0.88 -0.77 1.24  -0.0121
2 C -0.62 0.12 -0.02  -0.5425
3 C -0.84 -0.76 -1.23  -0.0429
4 C -1.65 1.24 -0.07  -0.0757
5 N 0.67 0.70 0.02  -0.0047
6 N 0.83 2.02 0.09  -0.0043
7 N 2.04 2.28 0.05  -0.0735
8 N 2.79 1.18 -0.04  0.0856
9 C 1.91 0.18 -0.01  -0.2078
10 C 2.28 -1.27 -0.01  -0.6464
11 O 1.33 -2.09 0.11  -0.0874
12 O 3.52 -1.42 -0.11  -0.0410
13 H -1.30 -0.25 2.01  0.0370
14 H -1.55 -1.49 0.97  0.0520
15 H -0.10 -1.31 1.74  0.0778
16 H -0.81 -0.12 -2.06  0.0615
17 H -0.02 -1.63 -1.08  0.1301
18 H -1.77 -1.14 -1.27  0.0302
19 H -1.75 1.74 -1.12  0.1112
20 H -2.70 0.87 0.03  0.0896
21 H -1.38 1.91 0.74  0.0632

Summary:
DFT total energy	-16423.2017	eV
charge	-1
structure (SMILES)	CC(C)(C)n1nnnc1C(=O)[O-]
strongest force on any atom	5.20	eV Å⁻¹
ΔE to the lowest compared entry with this formula, charge and spin	0.0000	eV

***

Record 2
DFT (the ωB97M-V functional and the def2-TZVPD basis) results for a 2-piece molecular cluster, C3H5NO overall at a distorted geometry.

Last column: Löwdin charge in e.
Geometry (Å):
1 C 1.56 -0.12 -0.59  0.0256
2 C 0.42 -0.61 -0.11  -0.1902
3 C -0.76 0.01 0.34  -0.5255
4 N -1.54 0.93 -0.33  0.1002
5 O -1.96 -0.44 0.00  0.0062
6 H 2.48 -0.83 -0.76  0.1004
7 H 1.85 0.84 -0.91  0.0353
8 H 0.48 -1.65 0.14  0.1032
9 H -0.43 0.23 2.02  0.2124
10 H -2.10 1.64 0.20  0.1323

Summary:
DFT total energy	-6723.3623	eV
strongest force on any atom	5.27	eV Å⁻¹
ΔE to the lowest compared entry with this formula, charge and spin	6.2104	eV

***

Record 3
DFT (the ωB97M-V functional and the def2-TZVPD basis) results for C43H33N13S4SbY as an isolated structure at a distorted geometry.

Last column: Löwdin charge in e.
Geometry (Å):
1 Y 0.05 0.06 0.72  1.2624
2 C -6.63 -0.04 1.20  -0.1205
3 C -6.54 -0.82 0.01  -0.1263
4 C -5.34 -1.28 -0.46  -0.0452
5 C -4.16 -0.94 0.25  -0.1390
6 C -2.81 -1.26 0.06  -0.2955
7 N -2.07 -0.62 1.06  -0.0090
8 C -2.92 0.04 1.87  -0.3776
9 N -2.56 0.82 3.02  -0.0669
10 C -1.32 0.76 3.52  -0.3723
11 C -0.99 1.24 4.89  -0.1302
12 C -1.79 1.75 5.90  -0.0521
13 C -1.18 2.08 7.10  -0.0823
14 C 0.20 1.89 7.27  -0.0962
15 C 0.99 1.36 6.25  -0.0236
16 C 0.36 1.04 5.06  -0.1119
17 C 0.87 0.43 3.83  -0.3020
18 N 2.08 0.07 3.65  0.1929
19 C 2.60 -0.62 2.58  -0.2960
20 N 1.89 -1.05 1.46  -0.0022
21 C 2.69 -1.83 0.71  -0.3323
22 N 2.35 -2.54 -0.45  0.1654
23 C 1.14 -2.58 -0.88  -0.3410
24 N 0.04 -1.88 -0.45  0.0050
25 C -1.11 -2.40 -1.12  -0.3429
26 N -2.32 -2.11 -0.92  0.1588
27 C -0.65 -3.40 -2.10  -0.1319
28 C -1.34 -4.16 -3.04  -0.0271
29 C -0.60 -5.03 -3.85  -0.1024
30 C 0.79 -5.14 -3.71  -0.1028
31 C 1.46 -4.38 -2.75  -0.0251
32 C 0.72 -3.51 -1.97  -0.1173
33 C 3.97 -1.88 1.30  -0.1640
34 C 5.18 -2.50 0.91  -0.0480
35 C 6.29 -2.34 1.69  -0.1326
36 C 6.23 -1.57 2.89  -0.1300
37 C 5.06 -0.96 3.30  -0.0423
38 C 3.91 -1.10 2.49  -0.1508
39 N -0.23 0.29 2.93  -0.0076
40 C -4.25 -0.13 1.42  -0.1613
41 C -5.51 0.30 1.90  -0.0842
42 H -7.60 0.29 1.55  0.0826
43 H -7.45 -1.06 -0.53  0.0789
44 H -5.28 -1.89 -1.36  0.0960
45 H -2.86 1.91 5.75  0.0035
46 H -1.77 2.50 7.91  0.0946
47 H 0.66 2.16 8.22  0.0879
48 H 2.05 1.20 6.37  0.1048
49 H -2.41 -4.07 -3.13  0.1071
50 H -1.11 -5.62 -4.60  0.0876
51 H 1.34 -5.81 -4.35  0.0872
52 H 2.53 -4.45 -2.62  0.1065
53 H 5.21 -3.09 0.00  0.0984
54 H 7.23 -2.80 1.40  0.0755
55 H 7.12 -1.46 3.49  0.0786
56 H 5.02 -0.37 4.21  0.0986
57 H -5.59 0.88 2.82  0.0623
58 S -4.57 3.42 4.70  -0.2939
59 Sb -3.49 2.91 2.76  0.6732
60 S -0.02 3.26 1.75  -0.1178
61 S -1.13 2.46 0.19  -0.0159
62 S -1.38 4.23 3.02  -0.1024
63 C -0.12 2.15 -3.13  -0.2072
64 N -0.47 0.82 -2.62  -0.0913
65 C -1.93 0.65 -2.77  -0.1654
66 N -2.35 0.78 -4.18  -0.0808
67 C -1.95 2.11 -4.65  -0.1848
68 N -0.50 2.33 -4.55  -0.0871
69 C 0.17 1.28 -5.33  -0.1928
70 N -0.17 -0.08 -4.87  -0.0810
71 C 0.20 -0.19 -3.45  -0.1580
72 C -1.63 -0.23 -4.96  -0.1742
73 H 0.96 2.28 -3.04  0.1081
74 H -0.61 2.90 -2.52  0.0773
75 H -2.43 1.41 -2.16  0.1043
76 H -2.22 -0.33 -2.40  0.1023
77 H -2.46 2.87 -4.06  0.1235
78 H -2.24 2.22 -5.70  0.1136
79 H 1.25 1.41 -5.24  0.1181
80 H -0.12 1.38 -6.37  0.1133
81 H 1.28 -0.06 -3.35  0.1292
82 H -0.06 -1.18 -3.09  0.0992
83 H -1.90 -1.22 -4.59  0.1210
84 H -1.93 -0.15 -6.01  0.1145
85 C 4.41 3.25 -0.76  -0.0849
86 C 4.57 1.95 -0.31  -0.0502
87 C 3.44 1.19 -0.08  -0.1030
88 N 2.19 1.63 -0.27  0.0412
89 C 2.05 2.89 -0.71  -0.2211
90 C 3.13 3.72 -0.97  -0.0633
91 H 5.28 3.89 -0.94  0.0995
92 H 5.55 1.53 -0.11  0.1053
93 H 3.55 0.17 0.26  0.0759
94 H 1.03 3.23 -0.83  0.0104
95 H 2.95 4.73 -1.31  0.1026

Summary:
DFT total energy	-115429.9183	eV
charge	-2
strongest force on any atom	1.54	eV Å⁻¹
ΔE to the lowest compared entry with this formula, charge and spin	0.5902	eV

***

Record 4
DFT (the ωB97M-V functional and the def2-TZVPD basis) results for a 6-piece molecular cluster, C2H14O6 overall at a distorted geometry.

Last column: Löwdin charge in e.
Geometry (Å):
1 C -1.55 -1.95 -2.82  -0.0072
2 C -1.29 -0.85 -2.08  -0.2632
3 O -0.76 -1.13 -0.86  -0.0262
4 H -2.12 -1.95 -3.83  0.0784
5 H -1.22 -2.98 -2.34  0.0994
6 H -1.36 0.25 -2.12  0.1223
7 H -0.12 -0.69 -0.48  -0.0325
8 O 1.60 0.33 0.41  -0.0365
9 H 2.02 0.85 -0.22  0.0334
10 H 1.56 0.71 1.30  0.0499
11 O 2.18 3.29 0.09  -0.0889
12 H 1.85 4.23 0.18  0.0749
13 H 1.57 2.84 0.70  -0.0151
14 O -0.13 1.78 1.33  -0.0498
15 H -1.03 1.78 1.23  -0.0124
16 H 0.00 0.79 1.35  0.0537
17 O -2.45 -0.05 1.36  -0.0161
18 H -2.52 -0.06 0.44  -0.0076
19 H -2.17 -0.88 1.76  0.0597
20 O 1.81 -2.07 1.83  -0.0377
21 H 2.41 -1.44 1.53  -0.0179
22 H 1.71 -2.80 1.22  0.0393

Summary:
DFT total energy	-14583.6282	eV
structure (SMILES)	C=CO.O.O.O.O.O
strongest force on any atom	7.01	eV Å⁻¹
ΔE to the lowest compared entry with this formula, charge and spin	2.3738	eV

***

Record 5
DFT (the ωB97M-V functional and the def2-TZVPD basis) results for a 11-piece molecular cluster, C30H65FN14O24 overall at a distorted geometry.

Last column: Löwdin charge in e.
Geometry (Å):
1 C -0.05 -1.01 1.32  -0.1030
2 C -0.53 0.28 2.05  -0.2281
3 C 0.00 1.60 1.46  -0.2125
4 C 1.54 1.66 1.39  -0.1732
5 C 2.02 2.97 0.75  -0.1003
6 C 2.25 2.93 -0.78  -0.2461
7 O 1.11 2.48 -1.52  -0.0569
8 C 1.11 1.11 -1.87  -0.2569
9 C 1.62 0.90 -3.33  -0.1255
10 O 2.66 -0.06 -3.34  -0.0882
11 C 2.24 -1.33 -3.81  -0.2905
12 C 3.35 -1.84 -4.79  -0.0561
13 C 3.02 -1.57 -6.28  -0.6585
14 N 4.29 -1.50 -6.98  0.0765
15 N 2.33 -0.27 -6.43  0.0937
16 N 2.23 -2.71 -6.78  0.0866
17 C 2.14 -2.32 -2.66  -0.1493
18 C 0.97 -3.04 -2.42  -0.0076
19 C 0.95 -3.96 -1.37  -0.0517
20 C 2.12 -4.10 -0.62  -0.1524
21 N 3.25 -3.41 -0.80  0.0784
22 C 3.23 -2.55 -1.81  -0.0962
23 C -0.39 0.63 -1.84  -0.0171
24 C -1.38 1.70 -2.33  -0.4765
25 O -1.95 2.43 -1.58  0.1073
26 O -1.63 1.76 -3.68  0.0980
27 C 3.60 2.28 -1.17  -0.3113
28 C 4.74 3.26 -0.83  -0.0255
29 F 3.86 1.12 -0.46  -0.0006
30 H 0.75 -0.86 0.60  0.0478
31 H -0.90 -1.41 0.75  0.0593
32 H 0.22 -1.81 2.02  0.0680
33 H -1.62 0.29 2.02  0.0830
34 H -0.22 0.20 3.09  0.1039
35 H -0.47 1.90 0.52  0.0892
36 H -0.27 2.38 2.19  0.0818
37 H 1.87 1.68 2.44  0.1179
38 H 1.97 0.75 0.97  0.0871
39 H 1.33 3.80 0.93  0.1252
40 H 2.96 3.26 1.22  0.0939
41 H 2.37 3.98 -1.06  0.1480
42 H 1.62 0.45 -1.17  0.1357
43 H 0.81 0.69 -4.03  0.1079
44 H 2.06 1.86 -3.64  0.1350
45 H 1.31 -1.31 -4.39  0.1221
46 H 3.51 -2.91 -4.64  0.1156
47 H 4.26 -1.27 -4.56  0.1188
48 H 4.80 -0.68 -6.67  0.0665
49 H 4.10 -1.35 -7.97  0.0749
50 H 2.50 0.10 -7.36  0.0723
51 H 1.34 -0.35 -6.27  0.0614
52 H 1.25 -2.50 -6.68  0.0635
53 H 2.47 -2.89 -7.75  0.0660
54 H 0.09 -2.87 -3.03  0.0819
55 H 0.08 -4.55 -1.14  0.0600
56 H 2.12 -4.84 0.18  0.0996
57 H 4.13 -1.98 -1.99  0.1238
58 H -0.70 0.28 -0.86  0.0931
59 H -0.44 -0.22 -2.54  0.0910
60 H -1.52 0.87 -4.01  0.0650
61 H 3.68 2.10 -2.25  0.1358
62 H 4.58 4.24 -1.27  0.0914
63 H 4.91 3.31 0.24  0.0328
64 H 5.64 2.83 -1.27  0.0873
65 C -3.78 3.44 1.45  0.0587
66 N -2.82 3.05 2.52  -0.4225
67 O -3.09 2.07 3.20  0.0417
68 O -1.83 3.72 2.64  0.0549
69 H -4.62 2.75 1.45  0.0480
70 H -4.10 4.46 1.67  0.1071
71 H -3.24 3.40 0.51  0.0913
72 C -3.82 2.49 6.29  0.0411
73 N -4.61 3.03 7.43  -0.4457
74 O -4.09 3.87 8.14  0.0560
75 O -5.73 2.60 7.57  0.0682
76 H -2.84 2.96 6.29  0.0971
77 H -3.73 1.41 6.44  0.1045
78 H -4.36 2.71 5.38  0.0856
79 C -7.60 0.33 2.33  0.0560
80 N -7.36 1.55 1.51  -0.4277
81 O -8.31 2.25 1.24  0.0917
82 O -6.21 1.76 1.17  0.0170
83 H -8.66 0.27 2.55  0.0958
84 H -7.28 -0.52 1.74  0.1034
85 H -7.01 0.42 3.24  0.1000
86 C 7.76 -3.21 -5.08  0.0497
87 N 8.05 -2.01 -5.90  -0.4493
88 O 7.12 -1.28 -6.17  0.0521
89 O 9.20 -1.84 -6.25  0.0634
90 H 6.70 -3.22 -4.85  0.0873
91 H 8.04 -4.08 -5.66  0.0999
92 H 8.35 -3.14 -4.17  0.1001
93 C -5.28 2.62 -2.32  0.0523
94 N -6.46 1.77 -2.65  -0.4465
95 O -6.99 1.92 -3.73  0.0703
96 O -6.82 0.98 -1.80  0.0443
97 H -5.08 3.27 -3.17  0.0992
98 H -5.53 3.19 -1.44  0.0939
99 H -4.44 1.95 -2.14  0.0820
100 C -1.57 -7.98 0.66  0.0526
101 N -1.22 -6.81 -0.18  -0.4316
102 O -2.11 -6.05 -0.52  0.0532
103 O -0.05 -6.67 -0.46  0.0593
104 H -2.64 -7.97 0.84  0.0976
105 H -1.28 -8.87 0.11  0.1062
106 H -1.03 -7.89 1.59  0.0545
107 C 6.44 5.33 3.55  0.0484
108 N 6.09 4.75 2.22  -0.4366
109 O 4.94 4.84 1.85  0.0538
110 O 6.99 4.22 1.60  0.0781
111 H 5.55 5.77 3.98  0.0937
112 H 6.83 4.53 4.16  0.1007
113 H 7.20 6.09 3.38  0.1003
114 C 1.18 -7.51 5.15  0.0522
115 N 0.42 -7.61 3.87  -0.4418
116 O 0.67 -6.80 3.00  0.0750
117 O -0.41 -8.49 3.80  0.0591
118 H 1.88 -6.68 5.07  0.0965
119 H 0.46 -7.34 5.94  0.1021
120 H 1.71 -8.45 5.29  0.1025
121 C -2.83 -2.95 -2.96  0.0612
122 N -2.71 -1.70 -3.76  -0.4235
123 O -3.70 -1.03 -3.93  0.1058
124 O -1.60 -1.43 -4.20  0.0180
125 H -3.86 -3.06 -2.64  0.1011
126 H -2.53 -3.78 -3.60  0.1096
127 H -2.17 -2.86 -2.11  0.0948
128 C -5.28 5.60 10.46  0.0264
129 N -6.08 6.14 11.60  -0.4577
130 O -5.56 6.98 12.31  0.0609
131 O -7.20 5.70 11.73  0.0610
132 H -4.31 6.08 10.47  0.0935
133 H -5.19 4.53 10.61  0.0919
134 H -5.82 5.82 9.55  0.0973

Summary:
DFT total energy	-104854.6950	eV
structure (SMILES)	CCCCC[C@H](O[C@H](CO[C@@H](CC(N)(N)N)c1cccnc1)CC(=O)O)[C@@H](C)F.C[N+](=O)[O-].C[N+](=O)[O-].C[N+](=O)[O-].C[N+](=O)[O-].C[N+](=O)[O-].C[N+](=O)[O-].C[N+](=O)[O-].C[N+](=O)[O-].C[N+](=O)[O-].C[N+](=O)[O-]
strongest force on any atom	2.30	eV Å⁻¹

***

Record 6
DFT (the ωB97M-V functional and the def2-TZVPD basis) results for a 2-piece molecular cluster, C17H15BF2INO7PS2 overall at a distorted geometry.

Last column: Löwdin charge in e.
Geometry (Å):
1 O 1.92 -2.01 -0.67  -0.2386
2 P 0.68 -1.71 0.03  0.4528
3 O 0.56 -2.74 1.26  -0.0996
4 O -0.63 -1.96 -0.85  -0.1804
5 C 0.75 -0.07 0.82  -0.1478
6 C 1.78 0.02 1.73  -0.0758
7 C 2.04 1.16 2.46  -0.0638
8 C 1.19 2.22 2.29  -0.1187
9 C 0.16 2.15 1.39  -0.4349
10 C -0.10 1.04 0.61  -0.2101
11 N -1.14 0.96 -0.36  -0.0552
12 C -0.68 1.08 -1.77  -0.1954
13 C 0.54 1.96 -2.06  -0.2335
14 C 0.29 3.49 -1.94  -0.5453
15 S 1.72 4.28 -1.13  0.6882
16 C -2.31 1.74 -0.07  -0.2836
17 C -3.55 1.25 -0.51  -0.5880
18 I -3.68 -0.60 -1.55  0.9642
19 C -4.73 1.92 -0.33  -0.1766
20 C -4.73 3.13 0.34  -0.0916
21 C -3.54 3.59 0.82  -0.1236
22 C -2.35 2.93 0.64  -0.4540
23 S -0.85 3.61 1.29  1.0271
24 H -0.36 -2.69 1.56  0.0923
25 H -0.30 -2.03 -1.76  0.0861
26 H 2.43 -0.83 1.88  0.1247
27 H 2.89 1.16 3.13  0.1146
28 H 1.38 3.11 2.89  0.1110
29 H -1.52 1.52 -2.33  0.1100
30 H -0.50 0.11 -2.24  0.0891
31 H 0.77 1.80 -3.12  0.1125
32 H 1.45 1.66 -1.53  0.0962
33 H -0.68 3.71 -1.48  0.0472
34 H 0.24 3.90 -2.95  0.0579
35 H 1.15 5.32 -0.49  -0.1599
36 H -5.66 1.51 -0.73  0.0854
37 H -5.67 3.66 0.45  0.1095
38 H -3.55 4.54 1.34  0.1095
39 B 3.24 -6.39 1.34  -1.0486
40 O 1.85 -5.88 1.17  0.2077
41 C 1.68 -5.53 -0.09  -0.4219
42 O 0.66 -5.09 -0.56  0.1021
43 C 2.97 -5.80 -0.86  -0.4161
44 O 3.15 -5.60 -2.03  0.1169
45 O 3.86 -6.29 -0.02  0.2079
46 F 3.22 -7.71 1.77  0.1233
47 F 3.94 -5.59 2.25  0.1267

Summary:
DFT total energy	-78877.0205	eV
charge	-1
strongest force on any atom	2.15	eV Å⁻¹

***

Record 7
DFT (the ωB97M-V functional and the def2-TZVPD basis) results for a 6-piece molecular cluster, C32H26BrO12P overall.

Last column: Löwdin charge in e.
Geometry (Å):
1 O 0.01 2.35 -0.25  0.0579
2 C 0.21 3.51 0.03  -0.3775
3 C 1.18 4.34 -0.73  0.0107
4 C 1.39 5.61 -0.41  0.0298
5 C 0.67 6.26 0.71  -0.3835
6 O 0.86 7.42 1.00  0.1109
7 C -0.30 5.43 1.47  0.0240
8 C -0.51 4.16 1.15  0.0220
9 H 1.70 3.85 -1.55  0.0796
10 H 2.10 6.24 -0.95  0.1249
11 H -0.82 5.93 2.28  0.1223
12 H -1.22 3.53 1.69  0.1186
13 O 7.88 1.88 -6.49  0.1061
14 C 6.80 2.24 -6.09  -0.3858
15 C 6.03 1.43 -5.10  0.0255
16 C 4.84 1.82 -4.66  0.0028
17 C 4.23 3.09 -5.12  -0.3837
18 O 3.16 3.46 -4.70  0.0933
19 C 4.99 3.90 -6.11  0.0195
20 C 6.18 3.50 -6.56  0.0204
21 H 6.51 0.51 -4.77  0.1228
22 H 4.26 1.27 -3.94  0.0500
23 H 4.52 4.82 -6.44  0.1209
24 H 6.75 4.07 -7.28  0.1212
25 O -2.96 -1.67 5.64  0.0893
26 C -2.26 -1.61 4.65  -0.4056
27 C -2.64 -0.76 3.49  0.0218
28 C -1.88 -0.69 2.41  0.0296
29 C -0.61 -1.45 2.32  -0.3623
30 O 0.09 -1.38 1.33  0.0650
31 C -0.22 -2.29 3.48  0.0240
32 C -0.99 -2.37 4.56  0.0165
33 H -3.58 -0.22 3.59  0.1246
34 H -2.13 -0.09 1.55  0.1214
35 H 0.71 -2.84 3.38  0.1188
36 H -0.73 -2.98 5.41  0.1257
37 O -3.35 -3.91 3.37  0.1044
38 C -4.17 -4.69 3.81  -0.3579
39 C -4.53 -4.69 5.25  0.0310
40 C -5.42 -5.54 5.74  0.0268
41 C -6.10 -6.53 4.86  -0.3844
42 O -6.91 -7.32 5.30  0.1104
43 C -5.74 -6.53 3.42  0.0241
44 C -4.85 -5.67 2.93  0.0235
45 H -4.03 -3.94 5.86  0.1094
46 H -5.70 -5.57 6.78  0.1234
47 H -6.25 -7.26 2.80  0.1226
48 H -4.56 -5.65 1.88  0.1226
49 O -1.55 -1.94 -2.92  0.1057
50 C -2.09 -0.86 -3.03  -0.3833
51 C -1.55 0.36 -2.37  0.0272
52 C -2.16 1.53 -2.50  0.0210
53 C -3.39 1.69 -3.30  -0.3851
54 O -3.95 2.76 -3.40  0.1035
55 C -3.93 0.47 -3.96  0.0168
56 C -3.33 -0.71 -3.84  0.0173
57 H -0.65 0.23 -1.78  0.1124
58 H -1.78 2.43 -2.02  0.1037
59 H -4.83 0.61 -4.55  0.1201
60 H -3.70 -1.61 -4.32  0.1198
61 O 4.69 1.51 1.08  0.0497
62 C 3.74 1.00 0.62  -0.8563
63 Br 3.29 1.38 -1.29  0.7153
64 C 2.78 0.03 1.15  -0.3868
65 P 3.26 -1.81 0.56  0.7972
66 O 3.60 -3.41 0.07  -0.3899
67 H 1.78 0.24 0.78  0.0317
68 H 2.80 0.08 2.24  0.0852
69 H 4.41 -1.31 -0.05  0.0243
70 H 3.32 -2.16 1.91  0.0240
71 H 2.06 -1.90 -0.14  0.0304
72 H 4.54 -3.61 0.06  0.0189

Summary:
DFT total energy	-137500.1657	eV
structure (SMILES)	O=C1C=CC(=O)C=C1.O=C1C=CC(=O)C=C1.O=C1C=CC(=O)C=C1.O=C1C=CC(=O)C=C1.O=C1C=CC(=O)C=C1.O=C(Br)C[PH3]O
strongest force on any atom	0.34	eV Å⁻¹
ΔE to the lowest compared entry with this formula, charge and spin	0.0000	eV